1.
Below is C27H45ClEuNO5 as an isolated structure in a non-equilibrium geometry, with properties calculated with ωB97M-V/def2-TZVPD.

Geometry as XYZ:
```
80
Properties=species:S:1:pos:R:3:forces:R:3
C 0.0849 1.7151 -0.3003 -0.38 -0.03 0.03
C 1.0986 2.8310 -0.2991 -0.47 0.24 0.09
O 2.5006 2.4419 -0.3672 0.18 0.75 0.12
N 2.7776 1.1583 0.1531 -0.96 -0.42 0.82
C 3.3751 1.2751 1.4576 -0.05 1.37 0.89
O 2.6639 2.1505 2.3797 0.03 -0.41 -1.18
C 1.4184 1.6427 2.7923 -0.99 0.54 0.55
C 0.4364 2.5883 3.0530 0.16 0.29 -0.01
C -0.8321 2.2208 3.4716 0.26 -0.43 -0.06
C -1.1281 0.8710 3.6299 0.18 -0.04 -0.06
C -0.1358 -0.0733 3.4039 0.09 0.22 -0.18
C 1.1371 0.3036 2.9903 0.40 0.05 -0.08
C 3.5820 0.3415 -0.7666 0.22 -1.46 -1.00
C 4.0688 1.0786 -2.0370 -0.07 -0.55 -0.18
C 3.2429 1.0123 -3.3154 0.07 0.87 -0.04
C 2.1116 2.0219 -3.4561 0.02 -0.40 -0.58
Cl 2.6374 3.7160 -3.1354 -0.04 0.05 0.01
C 2.8041 -0.9428 -1.0968 -0.69 0.46 0.41
C 2.1239 -1.5687 0.1274 0.49 -0.89 -0.87
C 1.9026 -3.0699 -0.1226 -0.06 -0.21 0.80
C 0.6486 -3.6015 0.5978 -0.06 0.18 -0.86
C -0.4621 -3.8759 -0.4149 -0.07 -0.33 0.25
C -1.7371 -4.4060 0.2279 0.06 0.22 0.43
C -2.4885 -3.4008 1.1379 0.19 0.01 -0.53
C -2.3144 -1.9219 0.7939 -0.46 -0.27 -0.01
C -2.9538 -1.4779 -0.5200 0.29 0.79 -0.24
C -3.2402 0.0364 -0.4538 -0.19 -0.70 0.49
C -4.5307 0.3450 0.3335 0.49 0.34 -0.15
C -5.5640 1.0948 -0.4932 0.53 -0.28 0.44
O -4.9327 2.2320 -1.0519 -0.04 -0.17 -0.28
C -5.4647 2.5917 -2.3095 -0.08 0.08 0.11
C 4.8917 -0.0419 -0.0137 0.95 -0.85 0.66
O 5.6402 0.9774 0.1615 0.07 0.82 0.19
O 5.0959 -1.1983 0.3916 -0.43 1.35 -0.68
H -0.2360 1.3977 0.6862 0.21 -0.11 0.14
H -0.8026 2.0953 -0.8020 -0.13 0.05 -0.03
H 0.4048 0.8401 -0.8573 0.22 -0.04 -0.07
H 0.8955 3.4727 -1.1502 0.55 -0.04 -0.32
H 0.9950 3.4873 0.5708 -0.17 -0.18 0.28
H 3.4938 0.3334 1.9659 0.47 -0.39 -0.46
H 4.3769 1.7675 1.3320 0.01 -1.67 0.85
H 0.6661 3.6387 2.9288 0.05 0.09 0.00
H -1.5687 2.9814 3.6662 -0.14 0.08 0.01
H -2.1139 0.5501 3.9262 -0.11 0.01 0.07
H -0.3268 -1.1277 3.5203 -0.15 -0.12 0.08
H 1.8857 -0.4548 2.8279 -0.01 -0.15 -0.03
H 5.0226 0.6193 -2.2743 0.14 -0.13 0.00
H 4.3227 2.1148 -1.8453 0.02 0.10 0.13
H 3.9295 1.2426 -4.1284 0.15 -0.04 -0.08
H 2.8449 0.0291 -3.5470 -0.05 -0.16 0.15
H 1.8178 2.0418 -4.4993 -0.13 0.06 -0.11
H 1.2134 1.7789 -2.8987 0.05 0.25 0.45
H 3.4621 -1.6851 -1.5326 0.38 0.07 -0.07
H 2.0205 -0.7550 -1.8356 -0.03 0.12 -0.06
H 2.8171 -1.5082 0.9605 -0.22 0.25 0.36
H 1.1562 -1.1179 0.3303 0.03 0.36 0.18
H 1.8593 -3.2906 -1.1874 -0.22 0.05 -0.17
H 2.7662 -3.6199 0.2457 0.25 0.08 -0.06
H 0.2985 -2.8436 1.2979 0.07 -0.11 0.35
H 0.8524 -4.5215 1.1383 0.06 -0.07 0.19
H -0.6583 -2.9827 -1.0065 0.01 0.13 -0.08
H -0.0893 -4.6327 -1.1052 0.02 -0.03 -0.17
H -1.4401 -5.2452 0.8578 -0.07 -0.21 -0.02
H -2.4127 -4.8226 -0.5143 -0.05 0.11 -0.23
H -3.5535 -3.6102 1.0514 -0.14 -0.11 0.23
H -2.2082 -3.5681 2.1754 0.04 0.02 0.14
H -1.2666 -1.6256 0.7969 0.12 0.08 0.01
H -2.7959 -1.3479 1.5893 0.01 0.05 0.15
H -2.2830 -1.6223 -1.3666 0.07 -0.38 -0.02
H -3.8681 -2.0304 -0.7317 -0.12 -0.10 0.01
H -3.2480 0.4898 -1.4401 -0.12 0.09 -0.10
H -2.4054 0.4565 0.1049 0.18 0.29 -0.18
H -4.9400 -0.5899 0.7102 -0.28 -0.03 0.06
H -4.2738 0.9511 1.2008 -0.11 0.10 0.15
H -6.3862 1.3962 0.1565 -0.30 0.01 -0.14
H -5.9230 0.4227 -1.2749 -0.20 0.09 -0.18
H -6.4212 3.1046 -2.1968 -0.08 0.12 -0.06
H -4.7485 3.2386 -2.8044 0.04 0.22 0.03
H -5.6226 1.7233 -2.9515 0.03 -0.18 0.00
Eu 4.0332 3.7613 0.9603 0.01 0.14 -0.62
```
Positions in Å, forces in eV/Å.

Computed properties:
Charge = +1
Frontier orbital gap (spin up / spin down) = 6.25 / 6.37 eV
E_HOMO (spin up / spin down) = -11.24 / -11.24 eV
E_tot = -2656.9039 Ha
Multiplicity = 8

These are the Mulliken partial charges, in e, on atoms 1 to 2:
1. C 0.032
2. C -0.928


2.
Below is C26H40N6S4Ti as an isolated structure in a non-equilibrium geometry, with properties calculated with ωB97M-V/def2-TZVPD.

Geometry as XYZ:
```
77
Properties=species:S:1:pos:R:3:forces:R:3
Ti 0.4536 0.1286 0.6925 0.30 0.98 -0.74
C 0.7270 3.2770 -2.7428 -0.02 0.00 0.00
C 0.2443 1.8985 -2.9633 0.23 -0.07 0.05
N -1.0194 1.3946 -2.5973 -0.21 0.01 -0.17
C -2.0896 1.8330 -1.6938 0.04 -0.01 0.12
C -1.6894 2.5337 -0.3879 0.00 -0.02 -0.09
N -1.0419 1.7753 0.7321 -0.19 -0.03 -0.13
C -2.0028 1.2813 1.7681 -0.07 -0.03 0.13
C -2.5074 -0.1023 1.4138 -0.07 -0.02 -0.02
N -1.3470 -0.9975 1.1539 -0.11 -0.08 0.12
C -0.9529 -1.8698 2.3098 -0.06 -0.15 0.07
C 0.3744 -2.5979 2.0006 0.06 -0.04 0.10
N 1.0399 -1.8290 0.9449 -0.09 -0.35 0.05
C 1.7091 -2.3300 -0.0424 0.11 -0.13 -0.11
C 2.2779 -3.6998 -0.0994 -0.06 -0.03 0.05
C 1.7741 -1.3516 -1.1717 0.15 -0.23 -0.17
C 2.5958 -1.5239 -2.2336 -0.16 -0.07 0.18
C 2.8683 -0.6479 -3.3643 0.04 0.13 -0.16
C 2.1652 0.3655 -3.8972 0.07 -0.10 -0.08
C 0.8480 0.7979 -3.4824 -0.12 0.12 0.12
N 0.9037 -0.3079 -0.9107 -0.06 0.23 0.57
H -0.0280 4.0115 -3.0296 0.01 0.00 0.00
H 1.6315 3.4547 -3.3223 0.00 -0.01 0.00
H 0.9717 3.4265 -1.6887 0.01 -0.01 0.02
H -2.7237 0.9648 -1.5121 0.02 -0.03 0.00
H -2.7122 2.5583 -2.2225 0.00 -0.02 -0.03
H -2.6154 2.9739 -0.0087 0.01 0.01 0.01
H -1.0451 3.3762 -0.6323 0.06 -0.01 0.02
H -0.4619 2.4730 1.2006 0.00 -0.01 0.01
H -2.8384 1.9708 1.9041 0.03 0.04 -0.01
H -1.4594 1.2477 2.7170 -0.02 -0.01 0.00
H -3.1136 -0.0642 0.5083 -0.02 -0.01 0.02
H -3.1492 -0.4895 2.2068 0.03 -0.02 0.01
H -1.5908 -1.6200 0.3889 0.07 0.02 -0.03
H -1.7316 -2.6053 2.5147 -0.08 0.09 0.01
H -0.8613 -1.2333 3.1882 0.02 0.00 0.01
H 0.1799 -3.6154 1.6621 0.02 0.01 -0.03
H 0.9808 -2.6550 2.9050 0.00 0.00 -0.01
H 2.1985 -4.2184 0.8528 0.00 0.00 -0.01
H 3.3347 -3.6597 -0.3707 0.01 0.02 0.00
H 1.7777 -4.2877 -0.8730 0.00 0.00 0.00
H 3.2184 -2.4102 -2.2068 -0.01 -0.01 -0.02
H 3.8112 -0.8619 -3.8560 0.00 0.00 0.01
H 2.6093 0.9009 -4.7303 0.00 -0.01 0.01
C 2.2642 4.3049 1.8612 0.05 -0.02 0.04
C 3.0597 3.5595 0.8046 -0.12 0.01 0.04
S 2.6188 1.8271 0.4037 0.04 -0.01 0.07
C 3.6744 0.7773 1.4434 0.00 -0.02 -0.04
C 3.2348 0.4209 2.8674 0.04 -0.02 0.06
S 1.4403 0.2797 3.1541 0.18 -0.21 0.01
C 1.0180 1.5298 4.4162 -0.06 0.05 -0.10
C 0.9198 2.9805 3.9831 0.04 0.01 0.04
S 2.5260 3.7132 3.5521 -0.04 0.00 -0.03
H 1.1950 4.3201 1.6396 -0.01 -0.01 -0.01
H 2.5939 5.3454 1.8382 -0.01 0.00 0.00
H 4.1212 3.5311 1.0528 0.00 -0.03 0.02
H 2.9824 4.0738 -0.1558 -0.01 -0.01 -0.01
H 4.6558 1.2521 1.4773 0.01 -0.02 -0.01
H 3.8016 -0.1305 0.8490 -0.04 0.01 -0.01
H 3.6005 1.1423 3.5918 -0.03 0.06 -0.02
H 3.6547 -0.5526 3.1212 0.02 0.03 0.03
H 1.7635 1.3923 5.2008 0.01 0.00 -0.01
H 0.0717 1.1774 4.8334 -0.01 0.00 -0.01
H 0.5084 3.5453 4.8217 0.00 0.00 0.00
H 0.2274 3.1108 3.1485 0.00 -0.01 0.01
S -0.6274 -0.1722 -3.0925 -0.04 0.08 -0.14
C -1.4637 -0.3082 -4.6912 0.04 -0.07 0.22
N -1.1618 0.5363 -5.7024 -0.03 0.07 -0.09
C -1.7566 0.4642 -6.8991 0.04 0.02 0.01
C -2.7192 -0.5066 -7.1359 -0.04 -0.07 0.04
C -3.0391 -1.3924 -6.1246 0.00 0.03 -0.06
C -2.3962 -1.2934 -4.8797 0.02 -0.04 0.02
H -0.4429 1.2406 -5.5478 0.00 -0.01 0.00
H -1.4415 1.1795 -7.6482 0.02 0.01 0.02
H -3.1916 -0.5602 -8.1078 0.00 0.01 0.00
H -3.7801 -2.1654 -6.2877 0.00 0.00 0.00
H -2.6278 -1.9902 -4.0848 0.00 0.01 0.00
```
Positions in Å, forces in eV/Å.

Computed properties:
Charge = +4
Frontier orbital gap = 5.79 eV
Energy above the lowest of the compared OMol25 structures with the same formula, charge and spin = 123.1 kcal/mol
E_HOMO = -18.07 eV
E_tot = -3784.0277 Ha

These are the Mulliken partial charges, in e, on atoms 1 to 2:
1. Ti -0.418
2. C -1.460


3.
Below is C44H39CeO4P2S as an isolated structure in a non-equilibrium geometry, with properties calculated with ωB97M-V/def2-TZVPD.

Geometry as XYZ:
```
91
Properties=species:S:1:pos:R:3:forces:R:3
Ce 1.8334 0.3423 -0.7108 -0.79 -2.74 -0.73
P -0.0778 2.5170 -0.0780 -0.78 0.50 1.17
C -0.7154 0.1806 0.0760 -2.52 0.29 -1.74
O -1.6484 0.0433 0.8023 2.14 0.23 -1.17
P 0.0394 -2.3532 -0.2212 -0.11 -1.03 0.63
C -0.0367 3.4086 1.4800 0.42 0.19 0.45
C -1.5723 3.0631 -0.9384 -0.13 -0.04 -0.47
C 1.3826 2.9678 -1.0254 1.07 1.08 -0.67
C 1.5933 -3.2788 -0.4808 -0.03 -0.26 -0.20
C -0.5947 -3.0704 1.3172 -0.03 0.23 0.56
C -1.1518 -2.8849 -1.4927 0.29 0.28 -0.53
C 1.0218 4.2918 1.7677 -0.28 -0.04 0.00
C 0.9918 5.0344 2.9461 -0.14 -0.09 0.13
C -0.0768 4.8780 3.8362 -0.12 -0.04 -0.02
C -1.1198 3.9838 3.5656 0.01 -0.06 -0.13
C -1.1003 3.2454 2.3900 0.25 -0.16 -0.51
H 1.8421 4.4203 1.0608 -0.25 0.06 0.30
H 1.7967 5.7394 3.1702 -0.31 -0.27 -0.09
H -0.1184 5.4661 4.7535 0.10 -0.13 -0.25
H -1.9623 3.8573 4.2525 0.42 0.14 -0.19
H -1.8977 2.5469 2.1284 0.09 0.23 0.28
C 2.7051 2.7041 -0.5168 -0.38 1.20 -0.79
C 3.8314 2.9789 -1.3222 -0.35 -0.66 0.88
C 3.6721 3.6474 -2.5295 -0.19 0.14 -0.18
C 2.3964 3.9783 -2.9964 0.30 0.07 -0.02
C 1.2588 3.5858 -2.3030 -0.22 -0.14 0.82
H 2.8332 2.3189 0.5092 0.26 -0.04 -0.27
H 4.8115 2.6095 -0.9960 -0.41 0.47 0.04
H 4.5519 3.9416 -3.1005 -0.22 -0.15 0.08
H 2.3094 4.5746 -3.9020 -0.10 -0.26 0.09
H 0.2618 3.8423 -2.6693 0.33 -0.16 0.00
C -2.0593 4.3675 -0.7221 0.13 -0.28 -0.05
C -3.1475 4.8344 -1.4578 0.12 -0.36 -0.06
C -3.7542 4.0039 -2.4104 0.11 0.05 0.23
C -3.2833 2.7050 -2.6184 -0.05 0.02 0.00
C -2.1978 2.2349 -1.8863 0.07 0.30 0.03
H -1.5786 5.0001 0.0215 -0.15 -0.05 -0.16
H -3.5115 5.8440 -1.2786 0.02 -0.24 -0.10
H -4.6057 4.3698 -2.9831 0.23 -0.09 0.14
H -3.7600 2.0517 -3.3543 0.15 0.29 0.27
H -1.8333 1.2269 -2.0665 -0.18 0.20 -0.12
C -1.8131 -3.7665 1.3933 0.33 0.17 -0.01
C -2.1962 -4.3543 2.6021 0.30 0.19 -0.06
C -1.3786 -4.2182 3.7321 -0.03 0.06 -0.20
C -0.1763 -3.4984 3.6680 -0.15 -0.12 -0.17
C 0.2219 -2.9356 2.4598 -0.19 0.03 -0.20
H -2.4303 -3.8624 0.4994 0.07 -0.05 0.32
H -3.1266 -4.9221 2.6408 0.29 0.17 0.10
H -1.6770 -4.6855 4.6704 0.06 0.14 -0.23
H 0.4576 -3.3938 4.5523 -0.27 -0.07 -0.33
H 1.1805 -2.4178 2.3646 -0.27 -0.12 0.20
C 2.5676 -2.7744 -1.3546 0.25 0.09 0.29
C 3.8229 -3.3840 -1.4275 -0.06 0.18 -0.43
C 4.0717 -4.5446 -0.6977 0.11 0.27 -0.02
C 3.0899 -5.0973 0.1121 -0.35 0.05 0.00
C 1.8466 -4.4847 0.2079 -0.05 0.59 -0.04
H 2.3481 -1.9138 -2.0214 0.14 -0.48 0.23
H 4.5999 -2.9592 -2.0746 -0.36 -0.25 0.29
H 5.0437 -5.0152 -0.7561 0.02 0.04 -0.02
H 3.2767 -5.9969 0.6949 0.03 0.14 -0.24
H 1.0706 -4.9196 0.8321 0.20 0.12 -0.04
C -0.9078 -4.0557 -2.2341 -0.25 0.08 -0.01
C -1.8440 -4.4856 -3.1748 -0.16 0.35 0.08
C -3.0002 -3.7273 -3.4078 -0.01 0.09 0.19
C -3.2288 -2.5475 -2.6940 0.07 0.12 0.11
C -2.3042 -2.1183 -1.7421 0.31 -0.23 -0.06
H -0.0053 -4.6395 -2.0565 -0.22 0.13 -0.05
H -1.6781 -5.4066 -3.7304 -0.01 0.21 0.14
H -3.7428 -4.0527 -4.1384 0.30 0.03 0.19
H -4.1258 -1.9435 -2.8582 0.29 -0.34 -0.05
H -2.4628 -1.2016 -1.1765 -0.26 -0.26 -0.11
H 3.6348 0.3307 -0.5040 1.74 -0.18 0.01
H -0.6684 0.1299 -1.1638 -0.43 -0.10 2.38
C 0.1726 0.7868 7.4459 -0.33 0.10 0.42
C 0.9780 0.5705 6.1953 0.07 0.20 -0.05
C 1.4379 -0.7134 5.8976 0.21 0.03 -0.31
C 2.1758 -0.9473 4.7425 0.06 0.29 -0.32
C 2.4061 0.1023 3.8477 0.24 0.12 0.63
C 1.9899 1.4027 4.1469 -0.19 -0.24 0.57
C 1.2813 1.6430 5.3318 0.23 -0.99 -0.24
S 3.2624 -0.1954 2.3212 1.04 0.50 2.18
O 4.1855 0.8996 2.0816 -0.79 -0.67 -0.18
O 3.7472 -1.5495 2.3328 -0.27 0.41 -0.49
O 2.0380 -0.0555 1.4115 -0.60 0.07 -1.45
H -0.7536 0.1801 7.4164 0.41 0.32 0.02
H 0.7157 0.4943 8.3685 -0.19 0.16 -0.60
H -0.1119 1.8454 7.5368 0.04 -0.37 0.08
H 1.2325 -1.5427 6.5767 0.07 0.28 -0.10
H 2.6088 -1.9193 4.5232 -0.17 0.06 0.04
H 2.2626 2.2193 3.4906 -0.06 0.03 -0.03
H 0.9657 2.6429 5.6038 0.04 -0.02 -0.08
```
Positions in Å, forces in eV/Å.

Computed properties:
Charge = +2
Frontier orbital gap (spin up / spin down) = 4.93 / 5.04 eV
Energy above the lowest of the compared OMol25 structures with the same formula, charge and spin = 36.8 kcal/mol
E_HOMO (spin up / spin down) = -13.11 / -13.11 eV
E_tot = -3556.3958 Ha
Multiplicity = 2

These are the Mulliken partial charges, in e, on atoms 1 to 2:
1. Ce 0.398
2. P 2.373


4.
Below is C4H12N3 as an isolated structure in a non-equilibrium geometry, with properties calculated with ωB97M-V/def2-TZVPD.

Geometry as XYZ:
```
19
Properties=species:S:1:pos:R:3:forces:R:3
C 3.8760 -0.1823 -0.0719 2.98 -1.12 2.47
C -1.9828 -0.6983 1.0155 -0.57 -0.94 0.32
C -0.6075 -0.2514 -0.8453 3.68 -1.99 -1.58
C -2.3669 1.3695 -0.3356 1.18 -0.78 2.57
N 2.6943 -0.3094 0.6381 1.44 -1.33 2.37
N 1.5653 -0.2559 0.6400 -2.01 0.73 -0.18
N -1.5192 0.1746 0.0078 -2.73 1.46 -0.30
H 4.6394 0.1433 0.7355 -0.95 -0.40 -1.59
H 3.8115 0.5095 -0.8281 0.00 1.48 -2.14
H 4.1622 -1.2146 -0.3508 -0.06 0.66 -0.21
H -1.1132 -1.0575 1.5201 0.41 -0.37 0.83
H -2.7217 -0.2625 1.6491 0.01 0.86 0.74
H -2.5410 -1.5669 0.6501 0.37 -0.11 -0.66
H 0.6758 -0.0994 -0.3991 -2.19 -0.09 0.01
H -0.4823 -1.3083 -1.1192 -0.56 -0.30 1.05
H -0.4959 0.1932 -1.7744 -0.45 1.79 -1.60
H -2.2111 2.0698 0.5471 -0.61 -0.53 -1.34
H -1.9952 1.7375 -1.2517 0.22 0.75 -0.83
H -3.3877 1.0092 -0.4271 -0.16 0.23 0.09
```
Positions in Å, forces in eV/Å.

Computed properties:
Charge = +1
Frontier orbital gap (spin up / spin down) = 7.93 / 9.27 eV
Energy above the lowest of the compared OMol25 structures with the same formula, charge and spin = 44.0 kcal/mol
E_HOMO (spin up / spin down) = -11.04 / -15.22 eV
E_tot = -323.4204 Ha
Multiplicity = 3

These are the Mulliken partial charges, in e, on atoms 1 to 2:
1. C -0.581
2. C -0.903